Molecular formula: C8H11F9NS
Method: DFT, the ωB97M-V functional and the def2-TZVPD basis

Geometry as ORCA input:
```
! RIJCOSX wB97M-V def2-TZVPD def2/J DEFGRID3
* xyz 1 1
F 1.307 -2.581 0.879
C 1.405 -1.463 0.115
F 1.650 -1.868 -1.143
C 0.104 -0.671 0.217
C -0.689 -0.622 -1.087
C -2.055 0.065 -0.973
C -1.994 1.479 -0.353
C -2.397 1.258 1.055
N -2.929 0.108 1.219
C -3.035 -0.678 -0.040
C 2.685 -0.751 0.646
F 2.476 -0.471 1.937
F 3.704 -1.584 0.545
S 3.200 0.880 -0.195
F 2.182 1.689 0.758
F 4.343 1.036 0.871
F 4.159 0.125 -1.178
F 2.012 0.763 -1.276
F 3.623 2.241 -0.839
H 0.330 0.332 0.587
H -0.471 -1.180 0.997
H -0.114 -0.120 -1.868
H -0.858 -1.645 -1.435
H -2.483 0.109 -1.975
H -2.714 2.173 -0.809
H -1.015 1.966 -0.408
H -2.289 1.965 1.872
H -3.274 -0.223 2.115
H -2.794 -1.725 0.145
H -4.070 -0.606 -0.381
*
```

Results
strongest force on any atom	0.34	eV Å⁻¹
total energy	-45249.11507	eV
frontier orbital gap	10.41	eV
SMILES string	FC(F)(CC[C@@H]1CC=[NH+]C1)C(F)(F)S(F)(F)(F)(F)F

***

Molecular formula: C8H11FN2O
Method: DFT, the ωB97M-V functional and the def2-TZVPD basis

Geometry as ORCA input:
```
! RIJCOSX wB97M-V def2-TZVPD def2/J DEFGRID3
* xyz 0 1
C -0.188 -2.051 -1.158
C 0.735 -0.903 -0.991
C 2.095 -1.123 -0.711
C 2.887 -0.031 -0.477
N 2.357 1.233 -0.653
C 1.167 1.377 -1.033
F 0.787 2.683 -1.132
C 0.233 0.319 -1.286
H 0.243 -2.786 -0.526
H -0.162 -2.486 -2.214
H -1.261 -2.001 -0.871
H 2.558 -2.076 -0.462
H 3.841 -0.162 0.072
H -0.910 0.510 -1.511
H -2.158 -0.308 -0.159
N -2.291 0.662 0.072
C -1.811 1.112 1.111
C -1.132 0.284 2.162
O -1.790 2.400 1.475
H -0.287 0.891 2.568
H -1.789 0.304 3.007
H -0.722 -0.698 1.972
H -2.403 2.849 0.743
*
```

Results
strongest force on any atom	4.11	eV Å⁻¹
total energy	-16218.42185	eV
frontier orbital gap	10.28	eV
energy relative to the best compared isomer or geometry (same formula, charge and spin)	0.788	eV
SMILES string	Cc1ccnc(F)c1.[H]/N=C(\C)O

***

Molecular formula: C8H11FNO3S
Method: DFT, the ωB97M-V functional and the def2-TZVPD basis

Geometry as ORCA input:
```
! RIJCOSX wB97M-V def2-TZVPD def2/J DEFGRID3
* xyz -1 1
C -0.477 3.370 -0.526
C -1.471 -1.528 -0.134
C -0.788 -1.230 1.218
C -0.693 -0.984 -1.286
C -0.457 0.265 1.384
C -0.646 0.591 -1.145
C 0.163 0.941 0.058
C 0.102 2.400 0.284
N -1.082 3.993 -1.303
O 3.693 -0.971 -1.280
O 3.505 -0.524 1.220
O 2.550 -2.479 0.189
F 0.855 2.867 1.380
S 2.965 -1.103 0.006
H -1.807 -2.518 -0.163
H -2.295 -0.840 -0.226
H -1.293 -1.448 2.102
H 0.133 -1.694 1.058
H 0.267 -1.375 -1.265
H -1.133 -1.274 -2.186
H -1.484 0.707 1.546
H 0.193 0.363 2.220
H -0.284 1.149 -2.058
H -1.692 0.850 -0.991
H 1.178 0.471 -0.103
*
```

Results
strongest force on any atom	3.39	eV Å⁻¹
total energy	-29658.30495	eV
frontier orbital gap (alpha / beta)	8.81 / 5.60	eV
energy relative to the best compared isomer or geometry (same formula, charge and spin)	2.269	eV

***

Molecular formula: C8H11FNS
Method: DFT, the ωB97M-V functional and the def2-TZVPD basis

Geometry as ORCA input:
```
! RIJCOSX wB97M-V def2-TZVPD def2/J DEFGRID3
* xyz 1 1
C 1.124 1.477 1.135
C -0.129 0.982 1.276
C 1.182 -0.915 -0.665
C -1.089 -1.741 0.809
C 1.810 1.578 -0.148
C -0.940 0.468 0.182
C 2.112 0.213 -0.774
C -2.431 -0.855 -0.983
N -1.596 -0.691 0.106
F 3.385 -0.029 -0.370
S 0.778 -2.375 -0.281
H 1.658 1.948 1.994
H -0.567 0.876 2.220
H -1.696 -2.563 0.972
H -0.603 -1.447 1.675
H 1.113 2.087 -0.768
H 2.773 2.078 0.003
H -1.249 1.198 -0.545
H 2.164 0.433 -1.796
H -1.868 -1.565 -1.715
H -2.587 0.140 -1.453
H -3.344 -1.297 -0.875
*
```

Results
strongest force on any atom	5.13	eV Å⁻¹
total energy	-23505.80132	eV
frontier orbital gap (alpha / beta)	7.60 / 7.60	eV
energy relative to the best compared isomer or geometry (same formula, charge and spin)	2.117	eV

***

Molecular formula: C8H11IO
Method: DFT, the ωB97M-V functional and the def2-TZVPD basis

Geometry as ORCA input:
```
! RIJCOSX wB97M-V def2-TZVPD def2/J DEFGRID3
* xyz 0 1
C -0.406 -0.745 -3.307
C -0.067 -0.280 -1.791
O 0.778 0.629 -1.694
C -0.928 -0.835 -0.640
C -1.429 -0.309 0.479
C -1.127 1.054 0.886
C 0.409 1.329 1.420
C 0.934 0.147 2.087
C 2.118 -0.295 1.920
I 2.893 -2.010 2.880
H -0.340 0.082 -3.960
H -1.421 -1.215 -3.395
H 0.454 -1.377 -3.376
H -0.992 -1.921 -0.641
H -1.984 -0.984 1.137
H -1.186 1.743 -0.033
H -1.858 1.278 1.571
H 0.261 2.245 2.052
H 0.887 1.607 0.479
H 0.320 -0.349 2.799
H 2.684 0.204 1.126
*
```

Results
strongest force on any atom	3.68	eV Å⁻¹
total energy	-18619.73707	eV
frontier orbital gap	9.29	eV
energy relative to the best compared isomer or geometry (same formula, charge and spin)	0.949	eV
SMILES string	CC(=O)/C=C\CC/C=C/I

***

Molecular formula: C8H11IO
Method: DFT, the ωB97M-V functional and the def2-TZVPD basis

Geometry as ORCA input:
```
! RIJCOSX wB97M-V def2-TZVPD def2/J DEFGRID3
* xyz 0 1
O 0.209 2.688 -1.133
C -0.050 1.940 0.110
C 1.277 1.446 0.830
C 1.097 -0.006 1.275
C -0.150 -0.392 0.436
C -0.704 0.643 -0.124
C -2.045 -0.019 -1.132
I -3.639 0.295 0.234
C -1.588 -1.472 -1.150
C -0.864 -1.713 0.158
H 0.403 2.185 -1.942
H -0.711 2.640 0.757
H 1.529 2.030 1.719
H 2.134 1.309 0.246
H 1.059 -0.203 2.344
H 1.998 -0.498 0.896
H -2.222 0.418 -2.138
H -1.134 -1.789 -2.143
H -2.509 -1.971 -1.062
H -0.022 -2.349 -0.023
H -1.484 -2.007 0.969
*
```

Results
strongest force on any atom	4.39	eV Å⁻¹
total energy	-18620.07717	eV
frontier orbital gap	9.30	eV
energy relative to the best compared isomer or geometry (same formula, charge and spin)	0.609	eV
SMILES string	O[C@@H]1CCC2=C1[C@H](I)CC2

***

Molecular formula: C8H11N
Method: DFT, the ωB97M-V functional and the def2-TZVPD basis

Geometry as ORCA input:
```
! RIJCOSX wB97M-V def2-TZVPD def2/J DEFGRID3
* xyz 0 1
C -0.701 -0.292 -1.690
C 0.370 -1.328 -1.636
C 1.036 -1.686 -0.481
C 0.664 -0.477 0.317
C 0.787 0.032 1.728
C -0.490 0.910 1.744
C -1.331 1.176 0.650
C -0.545 1.008 -0.727
H -1.638 -0.844 -1.642
H -0.791 0.147 -2.728
H 0.460 -2.128 -2.481
H 1.570 -2.757 -0.177
H -0.480 -0.746 0.495
H 0.704 -0.898 2.282
H 1.859 0.678 1.911
H -0.866 1.303 2.612
H -2.293 1.926 1.317
H -0.521 1.864 -1.380
H 1.350 1.411 0.157
N 0.857 0.699 -0.269
*
```

Results
strongest force on any atom	8.51	eV Å⁻¹
total energy	-9956.19731	eV
frontier orbital gap	9.31	eV
energy relative to the best compared isomer or geometry (same formula, charge and spin)	6.927	eV

***

Molecular formula: C8H11N
Method: DFT, the ωB97M-V functional and the def2-TZVPD basis

Geometry as ORCA input:
```
! RIJCOSX wB97M-V def2-TZVPD def2/J DEFGRID3
* xyz 0 1
C 1.117 -0.705 1.952
C 0.043 -0.886 1.208
C -0.912 -0.698 0.364
C -2.161 -1.521 0.278
C -0.889 0.548 -0.625
C 0.437 1.256 -0.758
C 1.473 0.466 -1.556
C 1.051 1.570 0.632
N 1.619 2.214 1.393
H 1.021 -0.285 2.943
H 2.042 -1.212 1.713
H -2.208 -2.229 1.101
H -3.041 -0.881 0.316
H -2.179 -2.077 -0.660
H -1.214 0.152 -1.591
H -1.650 1.231 -0.240
H 0.280 2.238 -1.214
H 1.608 -0.518 -1.111
H 2.424 0.995 -1.561
H 1.138 0.343 -2.585
*
```

Results
strongest force on any atom	2.71	eV Å⁻¹
total energy	-9962.09776	eV
frontier orbital gap	10.07	eV
energy relative to the best compared isomer or geometry (same formula, charge and spin)	1.026	eV
SMILES string	C=C=C(C)C[C@H](C)C#N

***

Molecular formula: C8H11N2S
Method: DFT, the ωB97M-V functional and the def2-TZVPD basis

Geometry as ORCA input:
```
! RIJCOSX wB97M-V def2-TZVPD def2/J DEFGRID3
* xyz 1 1
C 5.133 0.772 0.796
C 3.755 0.551 1.188
C 5.225 0.524 -0.558
C -3.931 0.213 -0.196
C -3.187 -0.636 -0.932
C -0.895 -1.219 -0.044
C -5.183 0.775 -0.823
C 0.343 -1.331 0.605
N -1.966 -1.050 -0.448
N 2.936 0.192 0.262
S 3.686 0.172 -1.226
H 6.025 0.973 1.469
H 3.235 0.616 2.167
H 6.170 0.637 -1.068
H -3.371 0.490 0.844
H -3.533 -1.130 -1.830
H -5.422 0.393 -1.849
H -6.042 0.860 -0.078
H -4.965 1.897 -0.950
H 1.108 -0.511 0.256
H 0.233 -0.882 1.645
H 0.647 -2.307 0.771
*
```

Results
strongest force on any atom	4.28	eV Å⁻¹
total energy	-22280.33521	eV
frontier orbital gap	8.70	eV
energy relative to the best compared isomer or geometry (same formula, charge and spin)	1.436	eV

***

Molecular formula: C8H11N3
Method: DFT, the ωB97M-V functional and the def2-TZVPD basis

Geometry as ORCA input:
```
! RIJCOSX wB97M-V def2-TZVPD def2/J DEFGRID3
* xyz 0 1
C 0.251 -1.854 3.348
C 1.076 -2.655 2.619
C -0.600 -1.869 1.409
C -1.025 0.474 -1.249
C -1.537 -1.644 0.377
C 0.166 1.000 -1.352
C 0.259 2.467 -1.859
C 1.347 0.265 -0.979
N -0.832 -1.375 2.566
N -2.384 -2.424 -0.043
N 0.522 -2.608 1.314
H 0.404 -1.715 4.384
H 1.891 -3.219 2.909
H -2.022 0.784 -1.435
H 0.899 2.711 -2.773
H -0.791 2.886 -2.093
H 0.692 3.112 -1.151
H 2.197 0.685 -0.319
H 2.006 -0.024 -1.814
H 1.102 -0.573 -0.436
H -2.855 -2.221 -0.911
H 0.757 -3.370 0.660
*
```

Results
strongest force on any atom	4.46	eV Å⁻¹
total energy	-12938.89464	eV
frontier orbital gap (alpha / beta)	8.31 / 7.98	eV
energy relative to the best compared isomer or geometry (same formula, charge and spin)	5.180	eV